Record 1
The following is a DFT calculation (the ωB97M-V functional and the def2-TZVPD basis) of a 2-piece molecular cluster, C2H5NO3 overall at a distorted geometry.

Geometry (Å):
O  2.386  -0.716  0.369
C  1.295  -0.350  0.328
N  0.517  -0.066  -0.804
C  0.716  0.994  -1.704
O  -0.239  1.543  -2.177
H  0.761  -0.220  1.309
H  -0.437  -0.172  -0.600
H  1.734  1.046  -1.985
H  -2.553  -0.425  1.133
H  -1.948  -0.527  2.423
O  -2.232  -1.108  1.708

- charge = -1
- frontier orbital gap (spin up / spin down) (eV) = 2.500 / 7.989
- E_tot (Ha) = -359.62290
- spin multiplicity = 2

---

Record 2
The following is a DFT calculation (the ωB97M-V functional and the def2-TZVPD basis) of a 2-piece molecular cluster, C5H7N overall at a distorted geometry.

Geometry (Å):
C  -1.220  -0.283  -0.003
C  2.392  -0.068  0.614
C  2.079  -0.018  -0.638
C  -0.276  -0.785  -0.911
C  -2.204  0.737  0.333
N  -0.681  -1.377  0.384
H  3.369  0.203  1.006
H  1.682  -0.407  1.357
H  2.539  0.252  -1.559
H  -0.362  -1.266  -1.859
H  -2.646  1.147  -0.573
H  -1.704  1.549  0.863
H  -2.968  0.318  0.984

- charge = 0
- frontier orbital gap (spin up / spin down) (eV) = 8.677 / 8.680
- E_tot (Ha) = -249.25261

---

Record 3
The following is a DFT calculation (the ωB97M-V functional and the def2-TZVPD basis) of an isolated ion of composition C9H6N3OS and charge -1 at a distorted geometry.

Geometry (Å):
C  2.327  -0.115  -1.144
C  0.989  -0.017  -1.109
C  3.071  0.095  -0.031
C  2.483  0.422  1.181
C  0.402  0.480  0.068
C  -0.568  -2.157  -0.446
C  -2.064  -0.328  -0.013
C  -3.893  0.958  0.261
C  1.059  0.680  1.309
N  -1.555  -1.586  -0.135
N  -1.358  0.778  0.023
N  -3.421  -0.234  -0.028
O  0.215  -2.902  -0.892
S  -5.473  1.314  0.044
H  2.790  -0.627  -2.023
H  0.351  -0.139  -2.040
H  4.146  0.154  0.060
H  3.168  0.567  2.081
H  -3.110  1.720  0.671
H  0.442  0.935  2.163

- charge = -1
- frontier orbital gap (eV) = 6.813
- E_tot (Ha) = -984.23736
- SMILES string = O=C=NC(/N=C/[S-])=N\c1ccccc1

---

Record 4
The following is a DFT calculation (the ωB97M-V functional and the def2-TZVPD basis) of C3H6N2O2 as an isolated structure.

Geometry (Å):
C  0.048  -0.034  -0.781
C  -0.684  0.980  -0.315
N  1.118  -1.204  1.117
C  -0.815  0.296  1.021
O  0.682  -0.353  -1.943
O  -1.257  2.118  -0.788
N  -0.053  -0.833  0.413
H  0.832  -1.305  -1.956
H  -1.074  2.189  -1.731
H  1.866  -0.515  1.015
H  1.442  -2.101  0.771
H  -1.819  0.005  1.323
H  -0.286  0.758  1.854

- charge = 0
- frontier orbital gap (eV) = 8.419
- E_tot (Ha) = -377.80367